[1]
15
Properties=species:S:1:pos:R:3 method="wB97M-V/def2-TZVPD" charge=0 total_energy_ev=-6812.9238 multiplicity=1 de_lowest_kj_mol=778.7
N 0.45 -2.32 -1.36
C -0.95 -0.10 -1.43
C 1.36 1.09 1.93
C 0.53 0.59 0.96
C -0.64 1.26 0.60
C -1.54 0.65 -0.48
H 1.45 -2.28 -1.30
H 0.22 -3.29 -1.17
H -0.89 0.23 -2.49
H -0.52 -1.21 -1.33
H 2.11 0.48 2.43
H 1.00 2.04 2.41
H 0.89 -0.37 0.61
H -0.91 2.24 0.98
H -2.55 0.98 -0.34

***

[2]
15
Properties=species:S:1:pos:R:3 method="wB97M-V/def2-TZVPD" charge=0 total_energy_ev=-6818.7932 multiplicity=1 de_lowest_kj_mol=212.4
C -1.62 1.35 -0.69
C -0.30 1.34 -0.03
C 0.28 0.02 0.45
C 1.10 -0.05 1.59
C 0.77 -1.92 -0.80
N -0.09 -1.04 -0.40
H -1.93 2.45 -0.88
H -1.55 0.71 -1.53
H -2.37 0.84 -0.03
H -0.45 2.04 0.81
H 0.59 1.63 -0.67
H 1.28 0.88 2.19
H 1.43 -1.07 1.91
H 0.56 -2.62 -1.69
H 1.78 -2.06 -0.43

***

[3]
15
Properties=species:S:1:pos:R:3 method="wB97M-V/def2-TZVPD" charge=0 total_energy_ev=-6818.7681 multiplicity=1 de_lowest_kj_mol=214.9
C 0.32 -0.58 2.46
C -0.65 -0.11 1.69
C -0.23 -0.23 -1.64
C -0.53 1.22 -1.92
C 0.85 -0.64 -1.01
N 1.88 -1.01 -0.47
H 0.35 -1.62 2.78
H 1.78 -1.07 0.55
H 1.13 0.06 2.82
H -1.45 -0.75 1.33
H -0.68 0.93 1.37
H -0.93 -0.99 -1.98
H -1.51 1.51 -1.51
H 0.23 1.87 -1.47
H -0.55 1.43 -2.99

***

[4]
15
Properties=species:S:1:pos:R:3 method="wB97M-V/def2-TZVPD" charge=0 total_energy_ev=-6820.5518 multiplicity=1 de_lowest_kj_mol=42.8
C -1.92 0.26 0.01
C -0.67 -0.66 0.02
C 0.69 -0.02 0.45
C 1.88 -0.46 -0.43
C 0.51 1.45 0.42
N 0.19 2.56 0.35
H -2.60 0.07 0.85
H -1.68 1.32 0.02
H -2.50 0.12 -0.90
H -0.85 -1.53 0.67
H -0.52 -1.07 -0.98
H 0.92 -0.30 1.49
H 1.97 -1.56 -0.46
H 1.76 -0.10 -1.46
H 2.83 -0.08 -0.05

***

[5]
15
Properties=species:S:1:pos:R:3 method="wB97M-V/def2-TZVPD" charge=0 total_energy_ev=-6818.4089 multiplicity=1 de_lowest_kj_mol=249.5
C 0.33 1.29 -0.19
C 1.06 -0.97 -0.20
C -0.48 -0.98 -0.27
C -1.34 -0.18 0.69
C -0.86 0.53 -0.55
H 0.70 1.69 -1.10
H 0.14 1.87 0.71
H 1.19 0.43 1.50
H 1.44 -0.99 -1.25
H 1.43 -1.82 0.44
H -1.01 -1.63 -1.00
H -0.70 -0.08 1.60
H -2.37 -0.65 0.72
H -1.62 0.96 -1.24
N 1.22 0.30 0.40

***

[6]
16
Properties=species:S:1:pos:R:3 method="wB97M-V/def2-TZVPD" charge=+1 total_energy_ev=-8304.6485 multiplicity=1 de_lowest_kj_mol=104.6
C -1.38 0.26 -2.19
C -1.12 1.06 -0.90
C -0.07 0.36 -0.03
C 0.77 0.89 0.88
N 1.43 -0.21 1.49
C 0.82 -1.33 1.08
N -0.07 -1.02 0.15
H -2.42 0.24 -2.51
H -0.83 0.54 -3.09
H -1.22 -0.81 -2.06
H -0.69 2.02 -1.15
H -1.98 1.22 -0.27
H 1.18 1.86 1.05
H 1.73 -0.13 2.45
H 1.15 -2.23 1.57
H -0.53 -1.72 -0.40

***

Copy entry 5 word for word.
15
Properties=species:S:1:pos:R:3 method="wB97M-V/def2-TZVPD" charge=0 total_energy_ev=-6818.4089 multiplicity=1 de_lowest_kj_mol=249.5
C 0.33 1.29 -0.19
C 1.06 -0.97 -0.20
C -0.48 -0.98 -0.27
C -1.34 -0.18 0.69
C -0.86 0.53 -0.55
H 0.70 1.69 -1.10
H 0.14 1.87 0.71
H 1.19 0.43 1.50
H 1.44 -0.99 -1.25
H 1.43 -1.82 0.44
H -1.01 -1.63 -1.00
H -0.70 -0.08 1.60
H -2.37 -0.65 0.72
H -1.62 0.96 -1.24
N 1.22 0.30 0.40